Entry from OMol25: a molecular structure, C29H29Cl3IrN5O2P in a non-equilibrium geometry (ωB97M-V/def2-TZVPD).

Each line ends with the Mulliken charge.
Geometry (Å):
Ir (0.38, 0.28, 0.13)  1.49
Cl (2.67, 2.82, -5.91)  -0.12
C (2.46, 1.85, -4.53)  0.09
C (1.55, 2.21, -3.58)  -1.29
C (1.36, 1.41, -2.44)  0.62
N (0.50, 1.67, -1.43)  0.28
C (-0.26, 2.82, -1.36)  0.30
O (-0.29, 3.72, -2.16)  -0.65
C (-1.11, 2.86, -0.14)  0.37
C (-2.07, 3.84, -0.01)  -0.72
C (-2.86, 3.86, 1.13)  -0.66
C (-2.65, 2.89, 2.10)  -0.80
C (-1.67, 1.94, 1.89)  -0.02
N (-0.91, 1.92, 0.78)  0.29
C (2.12, 0.20, -2.29)  0.12
C (3.06, -0.14, -3.27)  -1.28
C (3.25, 0.66, -4.37)  0.08
Cl (4.40, 0.22, -5.53)  -0.12
N (1.85, -0.50, -1.16)  0.33
C (2.52, -1.64, -0.81)  -0.12
O (3.42, -2.18, -1.42)  -0.67
C (2.04, -2.20, 0.48)  0.52
C (2.66, -3.32, 1.02)  -0.73
C (2.20, -3.82, 2.23)  -0.72
C (1.14, -3.19, 2.85)  -0.90
C (0.57, -2.09, 2.25)  0.08
N (1.02, -1.60, 1.08)  0.53
H (0.97, 3.11, -3.71)  0.80
H (-2.19, 4.57, -0.80)  0.57
H (-3.63, 4.61, 1.25)  0.48
H (-3.24, 2.86, 3.01)  0.51
H (-1.48, 1.18, 2.63)  0.30
H (3.65, -1.03, -3.15)  0.80
H (3.49, -3.76, 0.48)  0.63
H (2.67, -4.69, 2.67)  0.48
H (0.75, -3.55, 3.79)  0.55
H (-0.27, -1.58, 2.70)  0.12
Cl (1.60, 1.47, 5.69)  -0.18
C (2.21, 1.41, 4.09)  -0.21
C (3.53, 1.75, 3.80)  -0.11
C (3.95, 1.68, 2.49)  -1.03
C (3.06, 1.29, 1.51)  -0.19
N (1.79, 0.96, 1.79)  0.22
C (1.38, 1.02, 3.06)  -0.08
H (4.20, 2.05, 4.60)  0.48
H (4.97, 1.93, 2.22)  0.44
H (3.36, 1.23, 0.47)  0.42
H (0.36, 0.74, 3.27)  0.25
C (-3.09, 0.98, -1.90)  -1.02
C (-2.56, -0.45, -1.91)  -1.03
P (-1.59, -0.95, -0.46)  0.80
C (-1.15, -2.70, -0.81)  -0.52
C (-2.09, -3.48, -1.73)  -1.49
C (-2.77, -0.94, 0.93)  -0.21
C (-3.94, -1.93, 0.80)  -1.44
H (-3.80, 1.11, -2.72)  0.45
H (-2.29, 1.70, -2.05)  0.13
H (-3.62, 1.22, -0.98)  0.28
H (-1.93, -0.61, -2.79)  0.48
H (-3.39, -1.15, -1.97)  0.70
H (-1.06, -3.20, 0.16)  0.42
H (-0.15, -2.67, -1.25)  0.23
H (-3.11, -3.51, -1.36)  0.33
H (-1.73, -4.50, -1.80)  0.46
H (-2.10, -3.06, -2.74)  0.33
H (-3.14, 0.08, 1.01)  0.24
H (-2.21, -1.15, 1.84)  0.14
H (-4.54, -1.72, -0.08)  0.34
H (-4.59, -1.82, 1.67)  0.45
H (-3.60, -2.96, 0.76)  0.34

Output
Charge = +2
Gap between HOMO and LUMO (alpha / beta) = 0.2673 / 0.2239 Ha
Molecular weight = 809.13 Da
LUMO level (alpha / beta) = -0.222 / -0.296 Eh
Electronic energy = -91773.1414 eV
Relative energy (zero: lowest compared OMol25 entry of this formula, charge and spin) = 0.0 kcal per mole
Expectation value of S² = 0.7700
E_HOMO (alpha / beta) = -13.30 / -14.14 eV
Spin multiplicity = 2